[1]
Computed, not measured: C6H16BrMnO2 as an isolated structure, with ωB97M-V/def2-TZVPD.

The geometry in XYZ format:
```
26
C6H16BrMnO2, DFT ωB97M-V/def2-TZVPD
Mn -1.323 1.910 2.577
Br -1.398 0.986 0.245
C -1.965 -1.757 -3.121
C -1.167 -0.704 -3.883
C -1.989 0.537 -4.210
O 0.009 -0.342 -3.149
H -2.380 -1.363 -2.188
H -1.403 -2.672 -2.945
H -2.834 -2.057 -3.719
H -0.878 -1.158 -4.834
H -1.326 1.316 -4.599
H -2.338 1.066 -3.308
H -2.849 0.350 -4.847
H -0.313 -0.182 -2.252
C 2.387 0.544 4.528
C 1.613 0.780 3.251
C 2.012 -0.143 2.084
O 0.163 0.696 3.446
H 3.367 1.014 4.439
H 2.602 -0.508 4.718
H 1.875 1.080 5.331
H 1.847 1.799 2.924
H 3.092 -0.208 1.991
H 1.537 0.208 1.172
H 1.609 -1.137 2.297
H 0.049 -0.057 4.053
```

## Properties
Charge: +1
Strongest force on any atom in eV Å⁻¹: 2.38
2S+1: 6
HOMO (spin up / spin down) in eV: -12.088 / -12.088
Expectation value of S²: 8.76
Gap between HOMO and LUMO (spin up / spin down) in Ha: 0.212 / 0.205
E in eV: -111932.3381

[2]
Computed, not measured: a 12-piece molecular cluster, H24O12 overall, with ωB97M-V/def2-TZVPD.

The geometry in XYZ format:
```
36
H24O12, DFT ωB97M-V/def2-TZVPD
O 3.174 -0.735 0.204
H 3.995 -1.307 0.170
H 2.923 -0.433 -0.700
O 0.042 0.213 -0.395
H 0.502 -0.726 -0.650
H -0.850 -0.052 -0.123
O -4.064 1.517 -0.245
H -3.718 0.669 0.132
H -3.387 2.203 -0.012
O 0.092 2.127 2.251
H -0.830 2.459 1.976
H 0.574 1.677 1.468
O -2.670 0.707 2.774
H -2.290 1.241 3.436
H -2.064 -0.013 2.584
O 2.771 -0.351 -2.808
H 1.871 -0.663 -3.051
H 3.007 0.319 -3.465
O -2.447 -0.440 -1.245
H -3.053 0.220 -1.457
H -2.619 -1.235 -1.812
O 1.649 -0.847 2.259
H 2.304 -0.783 1.624
H 0.820 -0.935 1.861
O 1.059 -2.388 -0.046
H 1.286 -2.936 -0.917
H 1.881 -1.967 0.148
O -1.167 -1.636 1.779
H -1.343 -2.540 1.207
H -0.916 -1.900 2.644
O 2.216 2.054 -0.194
H 1.794 1.346 -0.480
H 1.759 2.724 -0.507
O -0.561 0.726 -3.154
H -1.126 1.415 -3.014
H -0.611 0.270 -2.243
```

## Properties
Strongest force on any atom in eV Å⁻¹: 7.54
SMILES string: O.O.O.O.O.O.O.O.O.O.O.O
HOMO in eV: -10.238
Gap between HOMO and LUMO in Ha: 0.367
E in eV: -24958.1344

[3]
Computed, not measured: a 4-piece molecular cluster, C24H67BIN9O7P4 overall, with ωB97M-V/def2-TZVPD.

The geometry in XYZ format:
```
113
C24H67BIN9O7P4, DFT ωB97M-V/def2-TZVPD
C 2.912 4.997 0.014
N 2.266 4.853 -1.282
C 3.237 4.583 -2.344
P 0.893 5.747 -1.786
O 0.415 4.994 -2.979
N -0.420 5.606 -0.698
C -0.248 5.402 0.730
C -1.585 4.868 -1.170
N 1.380 7.286 -1.174
C 0.324 8.329 -1.219
C 2.556 7.849 -1.880
H 3.453 5.946 0.142
H 3.636 4.191 0.143
H 2.211 4.898 0.834
H 3.759 5.480 -2.704
H 2.741 4.124 -3.199
H 3.994 3.885 -1.985
H 0.071 4.380 0.971
H -1.198 5.580 1.240
H 0.461 6.113 1.154
H -1.408 3.786 -1.164
H -1.866 5.156 -2.179
H -2.444 5.081 -0.530
H -0.028 8.524 -2.236
H 0.732 9.255 -0.811
H -0.528 8.052 -0.608
H 2.414 7.903 -2.963
H 3.448 7.258 -1.677
H 2.758 8.852 -1.510
C 0.175 0.804 2.094
N 1.491 1.297 1.734
C 1.579 1.630 0.312
P 2.961 0.738 2.415
O 3.937 1.787 2.007
N 2.983 0.847 4.125
C 1.795 0.718 4.946
C 3.891 1.831 4.703
N 2.589 -0.943 2.414
C 3.575 -1.790 3.136
C 2.505 -1.526 1.051
H -0.033 -0.219 1.748
H -0.578 1.457 1.647
H 0.005 0.835 3.164
H 1.737 0.756 -0.332
H 2.402 2.320 0.136
H 0.669 2.127 -0.029
H 1.154 1.609 4.895
H 2.086 0.582 5.991
H 1.215 -0.164 4.675
H 3.504 2.855 4.626
H 4.865 1.800 4.224
H 4.042 1.601 5.761
H 4.576 -1.702 2.702
H 3.254 -2.831 3.069
H 3.637 -1.539 4.190
H 3.408 -1.330 0.465
H 1.647 -1.141 0.499
H 2.360 -2.604 1.123
C -1.121 -7.516 1.874
N -0.186 -6.409 1.780
C -0.334 -5.684 0.516
P 1.412 -6.430 2.401
O 1.800 -4.992 2.399
N 1.440 -6.810 4.070
C 0.470 -7.675 4.715
C 1.830 -5.732 4.975
N 1.853 -8.027 1.925
C 3.124 -8.516 2.519
C 1.988 -8.183 0.456
H -0.866 -8.377 1.240
H -2.108 -7.166 1.564
H -1.234 -7.871 2.890
H 0.159 -6.172 -0.334
H 0.083 -4.681 0.608
H -1.390 -5.580 0.267
H -0.502 -7.185 4.845
H 0.833 -7.953 5.708
H 0.339 -8.609 4.169
H 1.021 -5.009 5.136
H 2.696 -5.195 4.601
H 2.105 -6.159 5.942
H 3.979 -7.890 2.248
H 3.309 -9.528 2.158
H 3.060 -8.562 3.600
H 2.676 -7.457 0.013
H 1.020 -8.087 -0.035
H 2.352 -9.183 0.228
C -5.286 -1.270 -3.627
C -6.231 -1.071 -4.786
O -7.320 -1.562 -4.831
O -5.740 -0.288 -5.799
C -6.443 0.981 -5.871
B -5.752 2.049 -4.899
C -4.307 2.636 -5.068
C -3.286 1.816 -5.870
C -2.624 0.655 -5.137
I -1.922 1.102 -3.170
P -6.769 2.769 -3.458
O -5.748 2.841 -2.161
O -7.991 1.721 -3.105
H -4.823 -0.315 -3.366
H -5.828 -1.699 -2.792
H -4.468 -1.917 -3.949
H -7.479 0.805 -5.570
H -6.489 1.329 -6.905
H -4.453 3.578 -5.619
H -3.930 2.935 -4.087
H -3.814 1.356 -6.712
H -2.515 2.462 -6.288
H -1.739 0.358 -5.697
H -3.249 -0.228 -5.081
H -5.239 2.024 -2.070
H -7.737 0.791 -3.177
```

## Properties
Strongest force on any atom in eV Å⁻¹: 4.70
SMILES string: CN(C)P(=O)(N(C)C)N(C)C.CN(C)P(=O)(N(C)C)N(C)C.CN(C)P(=O)(N(C)C)N(C)C.CC(=O)OCB(CCCI)P(O)O
HOMO in eV: -8.448
Gap between HOMO and LUMO in Ha: 0.293
E in eV: -99652.2927

[4]
Computed, not measured: a 2-piece molecular cluster, C7H10O5 overall, with ωB97M-V/def2-TZVPD.

The geometry in XYZ format:
```
22
C7H10O5, DFT ωB97M-V/def2-TZVPD
C 4.531 0.379 0.411
C 3.501 -0.460 0.484
C 2.463 -0.622 -0.592
C 1.119 0.025 -0.254
O 0.066 -0.418 -0.633
O 1.185 1.151 0.471
H 4.710 0.983 -0.477
H 5.240 0.483 1.230
H 3.351 -1.059 1.393
H 2.262 -1.683 -0.809
H 2.816 -0.152 -1.528
H 2.112 1.333 0.721
C -4.607 -0.996 0.452
O -3.487 -0.547 -0.321
C -2.922 0.619 0.036
O -3.254 1.325 0.930
C -1.754 0.912 -0.917
O -1.092 1.902 -0.797
H -4.821 -0.274 1.244
H -4.345 -1.971 0.876
H -5.462 -1.094 -0.225
H -1.612 0.163 -1.696
```

## Properties
Strongest force on any atom in eV Å⁻¹: 1.49
SMILES string: C=CCC(=O)O.COC(=O)C=O
HOMO in eV: -9.420
Gap between HOMO and LUMO in Ha: 0.373
E in eV: -17657.1439

[5]
Computed, not measured: a 2-piece molecular cluster, C3H7N2 overall, with ωB97M-V/def2-TZVPD.

The geometry in XYZ format:
```
12
C3H7N2, DFT ωB97M-V/def2-TZVPD
C -0.860 0.565 0.959
C -1.439 0.407 -0.410
C -0.267 -0.418 0.121
N -0.909 1.080 2.084
N 1.147 0.018 -0.399
H -2.357 -0.111 -0.762
H -1.166 1.257 -1.023
H -0.173 -2.053 0.827
H -0.249 0.944 2.778
H 1.997 -0.404 0.070
H 1.409 1.102 -0.352
H 1.127 -0.364 -1.363
```

## Properties
Charge: +1
Strongest force on any atom in eV Å⁻¹: 4.61
HOMO in eV: -13.839
Gap between HOMO and LUMO in Ha: 0.314
E in eV: -6191.9182

[6]
Computed, not measured: the molecule ClH3SSi, with ωB97M-V/def2-TZVPD.

The geometry in XYZ format:
```
6
ClH3SSi, DFT ωB97M-V/def2-TZVPD
S -0.736 -1.338 -1.098
Si 0.030 0.613 0.284
Cl 0.010 2.342 -0.725
H 0.074 -2.335 -0.613
H -0.711 0.200 1.428
H 1.334 0.518 0.725
```

## Properties
Strongest force on any atom in eV Å⁻¹: 3.82
SMILES string: S[SiH2]Cl
HOMO in eV: -9.267
Gap between HOMO and LUMO in Ha: 0.351
E in eV: -31284.4584